49
Properties=species:S:1:pos:R:3:lowdin_charge:R:1 method="wB97M-V/def2-TZVPD" total_charge=0 spin_multiplicity=1 orbital_gap_ha=0.347 homo_energy_ev=-8.8 e_above_lowest_kcal_mol=0.70
O 1.51 1.39 0.47 0.110
C 1.35 0.83 1.52 -0.591
N 2.19 -0.15 1.98 0.043
S 3.58 -0.57 1.12 0.644
O 4.05 -1.72 1.80 -0.221
O 4.40 0.57 0.96 -0.193
O 2.88 -0.98 -0.25 -0.110
C 3.39 -0.40 -1.40 -0.233
C 2.58 0.31 -2.27 0.012
C 3.12 0.85 -3.42 -0.068
C 4.47 0.70 -3.70 -0.075
C 5.29 0.00 -2.84 0.007
C 4.74 -0.54 -1.69 -0.217
F 5.51 -1.24 -0.84 0.084
O 0.36 1.05 2.38 0.029
C -0.69 1.93 1.96 -0.109
C -1.98 1.15 1.67 -0.237
C -2.49 0.54 2.97 -0.165
C -3.75 -0.26 2.71 -0.175
C -3.46 -1.31 1.65 -0.205
N -3.03 -0.69 0.41 -0.122
C -2.89 -1.70 -0.62 -0.203
C -2.60 -1.07 -1.98 -0.183
C -1.31 -0.28 -1.88 -0.204
C -1.45 0.75 -0.76 -0.139
C -1.80 0.08 0.57 -0.270
H 1.99 -0.60 2.85 0.143
H 1.54 0.44 -2.02 0.101
H 2.49 1.41 -4.09 0.106
H 4.89 1.14 -4.60 0.106
H 6.34 -0.12 -3.03 0.122
H -0.35 2.50 1.09 0.123
H -0.86 2.62 2.79 0.136
H -2.73 1.87 1.31 0.157
H -2.67 1.33 3.71 0.118
H -1.71 -0.12 3.38 0.120
H -4.53 0.41 2.34 0.117
H -4.11 -0.74 3.62 0.111
H -4.36 -1.89 1.44 0.120
H -2.69 -2.01 2.04 0.130
H -3.84 -2.25 -0.67 0.119
H -2.09 -2.42 -0.37 0.130
H -3.42 -0.41 -2.25 0.116
H -2.53 -1.85 -2.73 0.111
H -1.09 0.22 -2.83 0.111
H -0.48 -0.95 -1.66 0.110
H -0.52 1.30 -0.67 0.090
H -2.25 1.45 -1.02 0.130
H -0.97 -0.59 0.87 0.162



49
Properties=species:S:1:pos:R:3:lowdin_charge:R:1 method="wB97M-V/def2-TZVPD" total_charge=0 spin_multiplicity=5 orbital_gap_ha="0.227 / 0.234" s2=6.104 homo_energy_ev="-6.6 / -6.8" e_above_lowest_kcal_mol=56.75
Mn 0.97 0.82 -0.05 0.656
O 3.13 2.62 -1.65 0.142
C 2.88 2.09 -0.45 -0.523
O 3.06 0.88 -0.23 -0.012
C 2.65 3.14 0.62 -0.097
O 1.53 2.81 1.41 -0.156
C 0.38 3.62 1.09 -0.093
C -0.07 3.51 -0.36 -0.633
O -0.79 4.39 -0.80 0.057
O 0.35 2.47 -1.00 -0.127
H 3.39 1.90 -2.25 0.142
H 2.54 4.12 0.14 0.146
H 3.54 3.16 1.26 0.147
H 0.59 4.67 1.32 0.133
H -0.42 3.26 1.73 0.132
N 1.55 -0.18 1.98 0.081
C 1.05 -1.51 1.96 -0.239
C 0.68 -2.20 3.08 -0.008
C 0.19 -3.53 2.98 -0.065
C 0.11 -4.15 1.77 -0.032
C 0.46 -3.44 0.59 -0.144
C 0.37 -4.00 -0.71 -0.002
C 0.70 -3.24 -1.79 -0.035
C 1.08 -1.90 -1.59 -0.114
N 1.15 -1.34 -0.41 0.061
C 0.90 -2.11 0.69 -0.158
H 1.35 0.31 2.84 0.113
H 2.54 -0.14 1.77 0.105
H 0.78 -1.74 4.05 0.115
H -0.09 -4.06 3.88 0.107
H -0.24 -5.17 1.69 0.114
H 0.03 -5.02 -0.82 0.121
H 0.64 -3.64 -2.80 0.110
H 1.28 -1.26 -2.44 0.118
C -3.48 1.91 -0.97 -0.214
Ge -2.28 0.37 -0.96 0.702
C -1.45 0.22 -2.74 -0.217
C -3.31 -1.28 -0.67 -0.231
C -0.93 0.53 0.40 -0.249
H -4.24 1.81 -1.75 0.015
H -2.90 2.82 -1.15 0.006
H -3.99 2.00 -0.01 0.016
H -2.20 0.33 -3.51 0.019
H -0.98 -0.76 -2.86 -0.011
H -0.71 1.01 -2.86 0.008
H -4.11 -1.38 -1.41 0.012
H -3.76 -1.27 0.33 0.011
H -2.65 -2.14 -0.74 -0.002
H -1.27 0.70 1.43 -0.026



46
Properties=species:S:1:pos:R:3:lowdin_charge:R:1 method="wB97M-V/def2-TZVPD" total_charge=-1 spin_multiplicity=1 orbital_gap_ha=0.056 homo_energy_ev=-1.7
O -7.15 -3.64 3.23 -0.101
C -6.63 -3.99 2.03 -0.240
C -6.37 -5.57 1.67 -0.010
C -5.43 -5.89 0.55 0.004
C -4.71 -4.67 -0.33 -0.193
O -3.70 -4.93 -1.18 -0.056
C -5.31 -3.15 -0.14 -0.103
C -4.90 -1.88 -1.16 -0.136
C -3.34 -1.49 -0.71 -0.705
O -3.07 -1.56 0.62 -0.155
I -1.74 -0.93 -2.09 0.784
C -6.25 -2.78 0.98 0.046
H -6.93 -6.41 2.30 0.125
H -5.22 -7.01 0.28 0.111
H -4.90 -2.22 -2.30 0.120
H -5.58 -0.93 -0.99 0.124
H -6.67 -1.67 1.10 0.135
C 1.20 3.47 0.30 -0.048
C 2.40 3.09 -0.59 -0.502
C 3.73 3.52 0.09 -0.163
C 4.12 2.71 1.32 -0.201
C 3.60 1.28 1.30 -0.161
C 3.28 0.72 -0.11 -0.513
N 2.30 1.63 -0.75 -0.199
O 1.92 1.21 -2.01 -0.278
C 2.61 -0.66 0.11 -0.055
C 4.59 0.50 -0.90 -0.042
C 2.30 3.94 -1.89 -0.062
H 0.25 3.21 -0.18 0.081
H 1.19 4.55 0.50 0.068
H 1.23 2.96 1.27 0.068
H 4.55 3.47 -0.63 0.098
H 3.68 4.58 0.38 0.108
H 5.22 2.71 1.40 0.100
H 3.76 3.20 2.23 0.100
H 4.33 0.63 1.81 0.108
H 2.70 1.24 1.92 0.105
H 1.65 -0.56 0.63 0.079
H 3.24 -1.31 0.72 0.069
H 2.43 -1.19 -0.84 0.070
H 5.25 -0.19 -0.36 0.071
H 5.15 1.42 -1.06 0.065
H 4.40 0.05 -1.88 0.072
H 2.33 5.01 -1.66 0.069
H 1.36 3.77 -2.43 0.070
H 3.14 3.73 -2.57 0.074



48
Properties=species:S:1:pos:R:3:lowdin_charge:R:1 method="wB97M-V/def2-TZVPD" total_charge=+1 spin_multiplicity=1 orbital_gap_ha=0.267 homo_energy_ev=-11.4 e_above_lowest_kcal_mol=12.08
C 0.36 -1.02 0.43 0.049
C 0.69 -0.52 -0.94 -0.566
O 1.54 -1.00 -1.57 0.167
O -0.05 0.55 -1.35 -0.003
C -0.28 0.62 -2.75 -0.118
C -1.80 0.78 -2.99 -0.042
N -2.55 -0.18 -2.17 -0.009
C -3.53 0.17 -1.47 0.033
C -4.19 -0.86 -0.60 -0.154
C -3.86 -0.39 0.85 -0.225
C -4.05 1.11 1.11 -0.758
C -2.72 1.91 1.12 -0.154
I -4.96 1.39 3.07 0.870
C -3.23 -2.07 -0.92 -0.076
C -2.32 -1.62 -2.05 -0.070
H -0.26 -0.32 0.98 0.073
H 1.27 -1.13 1.00 0.089
H -0.11 -1.99 0.36 0.091
H 0.17 1.53 -3.11 0.141
H 0.07 -0.26 -3.28 0.129
H -2.05 0.72 -4.04 0.148
H -2.05 1.77 -2.64 0.132
H -3.80 1.21 -1.50 0.160
H -5.21 -1.11 -0.82 0.161
H -2.85 -0.65 1.13 0.104
H -4.49 -0.96 1.51 0.084
H -4.76 1.55 0.43 0.056
H -2.00 1.32 0.55 0.045
H -2.38 2.12 2.11 0.046
H -2.86 2.81 0.54 0.080
H -3.73 -2.98 -1.23 0.125
H -2.57 -2.35 -0.10 0.107
H -2.77 -2.03 -2.96 0.146
H -1.31 -2.00 -2.13 0.136
C 5.94 0.75 2.82 0.080
C 5.62 -0.55 2.75 -0.239
C 4.85 -1.11 1.59 -0.317
O 4.61 -2.30 1.58 0.107
C 4.44 -0.20 0.53 0.067
C 4.76 1.10 0.60 -0.238
C 5.54 1.66 1.75 -0.314
O 5.81 2.84 1.74 0.116
O 4.40 1.97 -0.34 0.112
O 5.95 -1.42 3.70 0.121
H 6.49 1.17 3.65 0.139
H 3.88 -0.61 -0.30 0.121
H 4.76 2.84 -0.04 0.123
H 5.61 -2.28 3.41 0.124



Short version: E = -44773.114; -119054.380; -35773.310; -39870.122 eV, in the order given.